[1]
# C23H51N3O7

A cluster of 6 separate species, C23H51N3O7 in total in a non-equilibrium geometry (ωB97M-V/def2-TZVPD, the Open Molecules 2025 dataset).

Properties
* strongest force on any atom: 6.9 eV/A
* frontier orbital gap: 10.13 eV
* structure (SMILES): N#CC[C@@](C#N)(CN)CCOC=O.CC(C)O.CC(C)O.CC(C)O.CC(C)O.CC(C)O
* highest occupied orbital energy: -9.68 eV
* DFT total energy: -43476.62505 eV
* LUMO energy: 0.4 eV

Element x y z (Å)
N 1.807 -2.969 2.539
C 0.982 -2.642 1.706
C 0.344 -2.207 0.292
C 1.144 -0.966 -0.399
C 0.752 -0.907 -1.972
N 0.261 -1.009 -3.076
C 0.664 0.420 0.300
N -0.761 0.766 -0.063
C 2.729 -1.142 -0.191
C 3.625 -0.044 -0.987
O 5.016 -0.140 -0.481
C 5.340 1.006 0.311
O 6.162 1.868 -0.123
H -0.758 -1.933 0.443
H 0.428 -3.092 -0.453
H 0.809 0.368 1.454
H 1.308 1.301 -0.057
H -0.807 1.806 -0.072
H -1.409 0.440 0.684
H 3.048 -1.041 0.922
H 3.024 -2.185 -0.594
H 3.300 1.038 -0.787
H 3.674 -0.240 -2.114
H 4.866 1.240 1.343
C -0.614 -3.969 -5.319
C -0.307 -5.069 -4.314
C -0.701 -6.436 -4.852
O -1.016 -4.815 -3.102
H -1.686 -3.928 -5.539
H -0.336 -2.991 -4.914
H -0.071 -4.127 -6.255
H 0.760 -5.061 -4.075
H -1.776 -6.480 -5.055
H -0.486 -7.215 -4.115
H -0.161 -6.667 -5.774
H -1.962 -4.819 -3.303
C 10.319 0.641 -1.301
C 10.846 1.920 -0.669
C 10.976 1.779 0.840
O 9.961 2.996 -0.969
H 9.323 0.397 -0.917
H 10.219 0.761 -2.384
H 10.986 -0.202 -1.102
H 11.820 2.169 -1.100
H 10.003 1.574 1.298
H 11.345 2.709 1.282
H 11.663 0.970 1.103
H 9.095 2.786 -0.592
C -5.681 1.604 -0.522
C -4.210 1.738 -0.882
C -4.028 2.045 -2.361
O -3.529 0.525 -0.564
H -6.146 0.782 -1.077
H -5.796 1.372 0.541
H -6.226 2.524 -0.739
H -3.756 2.533 -0.283
H -4.435 1.239 -2.980
H -2.966 2.128 -2.608
H -4.525 2.980 -2.634
H -3.924 -0.185 -1.089
C 1.162 -0.351 7.215
C 0.462 -0.550 5.880
C -0.034 -1.978 5.723
O 1.366 -0.243 4.820
H 2.038 -1.004 7.298
H 1.524 0.676 7.310
H 0.489 -0.563 8.050
H -0.380 0.143 5.801
H 0.799 -2.688 5.754
H -0.525 -2.110 4.754
H -0.744 -2.239 6.513
H 2.115 -0.852 4.882
C -9.793 3.384 1.544
C -9.192 3.977 0.279
C -10.265 4.589 -0.609
O -8.505 2.957 -0.443
H -10.501 2.584 1.302
H -9.012 2.937 2.166
H -10.314 4.146 2.129
H -8.456 4.741 0.545
H -10.989 3.832 -0.925
H -9.821 5.002 -1.519
H -10.800 5.388 -0.088
H -9.148 2.276 -0.683

Computed Löwdin charges, given in elementary charges: atom 1 (N): 0.1215, atom 2 (C): -0.1463, atom 3 (C): -0.0906, atom 4 (C): -0.3690, atom 5 (C): -0.1056, atom 6 (N): 0.1405, atom 7 (C): -0.2153, atom 8 (N): -0.0106, atom 9 (C): -0.1180, atom 10 (C): -0.1512, atom 11 (O): -0.1161, atom 12 (C): -0.2377, atom 13 (O): 0.0195, atom 14 (H): 0.1189, atom 15 (H): 0.1363, atom 16 (H): 0.1376, atom 17 (H): 0.1160, atom 18 (H): 0.0805, atom 19 (H): 0.0686, atom 20 (H): 0.1291, atom 21 (H): 0.1432, atom 22 (H): 0.1178, atom 23 (H): 0.1422, atom 24 (H): 0.1686, atom 25 (C): -0.0669, atom 26 (C): -0.5041, atom 27 (C): -0.0700, atom 28 (O): -0.0702, atom 29 (H): 0.0814, atom 30 (H): 0.0518, atom 31 (H): 0.0801, atom 32 (H): 0.1378, atom 33 (H): 0.0799, atom 34 (H): 0.0785, atom 35 (H): 0.0794, atom 36 (H): 0.0865, atom 37 (C): -0.0656, atom 38 (C): -0.5032, atom 39 (C): -0.0688, atom 40 (O): -0.0581, atom 41 (H): 0.0777, atom 42 (H): 0.0799, atom 43 (H): 0.0780, atom 44 (H): 0.1370, atom 45 (H): 0.0794, atom 46 (H): 0.0786, atom 47 (H): 0.0778, atom 48 (H): 0.0809, atom 49 (C): -0.0696, atom 50 (C): -0.4979, atom 51 (C): -0.0614, atom 52 (O): -0.0863, atom 53 (H): 0.0841, atom 54 (H): 0.0825, atom 55 (H): 0.0606, atom 56 (H): 0.1365, atom 57 (H): 0.0820, atom 58 (H): 0.0781, atom 59 (H): 0.0806, atom 60 (H): 0.0923, atom 61 (C): -0.0683, atom 62 (C): -0.5040, atom 63 (C): -0.0720, atom 64 (O): -0.0788, atom 65 (H): 0.0816, atom 66 (H): 0.0787, atom 67 (H): 0.0794, atom 68 (H): 0.1371, atom 69 (H): 0.0803, atom 70 (H): 0.0691, atom 71 (H): 0.0783, atom 72 (H): 0.0808, atom 73 (C): -0.0656, atom 74 (C): -0.4952, atom 75 (C): -0.0661, atom 76 (O): -0.0729, atom 77 (H): 0.0813, atom 78 (H): 0.0798, atom 79 (H): 0.0804, atom 80 (H): 0.1406, atom 81 (H): 0.0811, atom 82 (H): 0.0801, atom 83 (H): 0.0804, atom 84 (H): 0.0954

***

[2]
# C22H23N5O3S2

An isolated molecule of C22H23N5O3S2 in a non-equilibrium geometry (ωB97M-V/def2-TZVPD, the Open Molecules 2025 dataset).

Properties
* strongest force on any atom: 1.2 eV/A
* frontier orbital gap: 9.04 eV
* structure (SMILES): N#CCCn1c(SCC(=O)N2CCN(S(=O)(=O)c3ccccc3)CC2)nc2ccccc21
* highest occupied orbital energy: -8.85 eV
* DFT total energy: -58451.24733 eV
* LUMO energy: 0.2 eV

Element x y z (Å)
N 0.684 5.484 -3.294
C -0.134 4.748 -2.986
C -1.182 3.825 -2.638
H -0.996 3.457 -1.621
H -2.127 4.374 -2.647
C -1.257 2.639 -3.625
N -0.411 1.549 -3.228
C -0.799 0.410 -2.580
N 0.177 -0.400 -2.298
C 1.308 0.217 -2.763
C 2.635 -0.199 -2.722
C 3.576 0.637 -3.281
C 3.219 1.854 -3.870
C 1.910 2.286 -3.919
C 0.955 1.454 -3.353
H 1.650 3.229 -4.371
H 3.991 2.475 -4.298
H 4.616 0.349 -3.269
H 2.900 -1.143 -2.274
S -2.476 0.034 -2.221
C -2.677 1.007 -0.670
H -3.449 0.508 -0.089
C -1.358 1.128 0.067
O -0.747 2.187 0.023
N -0.921 0.070 0.766
C -1.481 -1.264 0.781
H -1.720 -1.524 1.820
C -0.452 -2.253 0.206
N 0.812 -2.157 0.887
S 1.148 -3.204 2.130
O 2.536 -3.038 2.442
O 0.656 -4.488 1.731
C 0.194 -2.666 3.558
C -1.079 -3.169 3.748
C -1.823 -2.736 4.834
C -1.285 -1.810 5.714
C -0.001 -1.323 5.522
C 0.746 -1.755 4.437
H 1.755 -1.414 4.270
H 0.420 -0.614 6.218
H -1.865 -1.473 6.561
H -2.817 -3.123 4.996
H -1.457 -3.905 3.056
C 1.349 -0.823 0.933
C 0.329 0.170 1.499
H 0.128 -0.046 2.555
H 0.695 1.193 1.399
H 1.611 -0.526 -0.088
H 2.251 -0.853 1.543
H -0.286 -2.011 -0.851
H -0.799 -3.281 0.304
H -2.388 -1.317 0.182
H -3.015 2.010 -0.935
H -0.968 2.963 -4.630
H -2.282 2.258 -3.662

Computed natural (NBO) charges, given in elementary charges: atom 1 (N): -0.3302, atom 2 (C): 0.2918, atom 3 (C): -0.5637, atom 4 (H): 0.3105, atom 5 (H): 0.2517, atom 6 (C): -0.1983, atom 7 (N): -0.3683, atom 8 (C): 0.2146, atom 9 (N): -0.4931, atom 10 (C): 0.1505, atom 11 (C): -0.2274, atom 12 (C): -0.2184, atom 13 (C): -0.2016, atom 14 (C): -0.2290, atom 15 (C): 0.0952, atom 16 (H): 0.2325, atom 17 (H): 0.2186, atom 18 (H): 0.2167, atom 19 (H): 0.2273, atom 20 (S): 0.2461, atom 21 (C): -0.6048, atom 22 (H): 0.2421, atom 23 (C): 0.6803, atom 24 (O): -0.6561, atom 25 (N): -0.4296, atom 26 (C): -0.2290, atom 27 (H): 0.2000, atom 28 (C): -0.2676, atom 29 (N): -0.6781, atom 30 (S): 2.3234, atom 31 (O): -0.9386, atom 32 (O): -0.9390, atom 33 (C): -0.2573, atom 34 (C): -0.2205, atom 35 (C): -0.2137, atom 36 (C): -0.1949, atom 37 (C): -0.1979, atom 38 (C): -0.2329, atom 39 (H): 0.2424, atom 40 (H): 0.2213, atom 41 (H): 0.2193, atom 42 (H): 0.2211, atom 43 (H): 0.2398, atom 44 (C): -0.2441, atom 45 (C): -0.2408, atom 46 (H): 0.1989, atom 47 (H): 0.2544, atom 48 (H): 0.2218, atom 49 (H): 0.2390, atom 50 (H): 0.2609, atom 51 (H): 0.2359, atom 52 (H): 0.2211, atom 53 (H): 0.2389, atom 54 (H): 0.2228, atom 55 (H): 0.2359

***

[3]
# C28H23Br2Cl33F3NO7S

A structure of composition C28H23Br2Cl33F3NO7S in a non-equilibrium geometry (ωB97M-V/def2-TZVPD, the Open Molecules 2025 dataset).

Properties
* strongest force on any atom: 4.4 eV/A
* frontier orbital gap: 9.08 eV
* highest occupied orbital energy: -9.20 eV
* DFT total energy: -617539.61159 eV
* LUMO energy: -0.1 eV

Element x y z (Å)
C -1.603 5.524 3.121
C -0.952 4.176 2.656
Br 0.794 4.129 3.598
C -0.751 4.298 1.104
Br 0.971 5.225 0.776
C -0.855 3.064 0.184
C 0.193 1.911 0.424
C 0.031 1.210 1.821
C -0.009 -0.327 1.913
N 1.343 -0.923 2.114
C 0.332 0.989 -0.801
C 0.751 1.793 -2.114
C -0.338 1.809 -3.195
O -0.413 0.993 -4.059
Cl -1.569 3.148 -3.237
O 1.469 0.148 -0.593
C 1.328 -1.100 -1.190
O 0.712 -2.010 -0.700
C 2.050 -1.369 -2.508
C 1.405 -1.865 -3.629
C 2.205 -2.115 -4.749
C 3.566 -1.878 -4.728
C 4.199 -1.341 -3.616
C 3.413 -1.092 -2.502
O -0.843 0.241 -1.155
S -2.258 0.734 -0.591
O -2.761 -0.065 0.494
O -3.186 0.637 -1.677
C -2.291 2.458 -0.038
C -3.290 2.550 1.129
O -3.714 3.909 1.370
C -4.998 4.136 1.001
F -5.164 3.926 -0.313
F -5.892 3.470 1.726
F -5.234 5.443 1.212
H -2.689 5.440 3.009
H -1.206 6.339 2.498
H -1.297 5.754 4.145
H -1.619 3.392 3.012
H -1.486 5.032 0.749
H -0.577 3.474 -0.801
H 1.160 2.440 0.466
H -0.928 1.549 2.234
H 0.846 1.546 2.474
H -0.593 -0.592 2.816
H -0.468 -0.863 1.079
H 1.679 -0.590 3.013
H 1.208 -1.928 2.140
H 1.029 2.830 -1.868
H 1.632 1.350 -2.590
H 0.332 -2.045 -3.618
H 1.753 -2.533 -5.638
H 4.186 -2.108 -5.596
H 5.271 -1.150 -3.587
H 3.894 -0.669 -1.596
H -2.745 3.026 -0.862
H -2.971 2.103 2.073
H -4.186 1.988 0.824
C 0.147 -5.442 1.797
Cl 1.359 -6.676 1.420
Cl 0.319 -4.080 0.688
Cl -1.477 -6.137 1.613
Cl 0.385 -4.873 3.456
C -5.068 -3.107 -0.141
Cl -5.308 -1.614 0.772
Cl -4.496 -2.717 -1.765
Cl -3.862 -4.109 0.683
Cl -6.598 -3.993 -0.248
C -0.050 6.777 7.108
Cl 0.585 7.774 5.792
Cl -1.755 6.412 6.805
Cl 0.869 5.271 7.204
Cl 0.095 7.655 8.636
C 8.397 -1.236 -2.881
Cl 7.492 -0.401 -4.156
Cl 9.682 -0.179 -2.286
Cl 7.302 -1.640 -1.551
Cl 9.103 -2.717 -3.536
C 0.944 0.376 -7.815
Cl 2.462 1.096 -8.373
Cl -0.311 1.623 -7.749
Cl 0.449 -0.899 -8.939
Cl 1.184 -0.324 -6.202
C 5.081 2.417 -0.324
Cl 6.612 3.119 -0.867
Cl 3.837 3.674 -0.268
Cl 4.574 1.143 -1.452
Cl 5.285 1.719 1.285
C -3.953 -9.016 -0.565
Cl -4.487 -7.376 -0.176
Cl -2.473 -8.940 -1.530
Cl -3.640 -9.905 0.932
Cl -5.217 -9.845 -1.485
C -1.660 -7.922 5.298
Cl -1.802 -9.183 4.066
Cl 0.050 -7.619 5.630
Cl -2.430 -6.440 4.712
Cl -2.460 -8.455 6.783

Computed Löwdin charges, given in elementary charges: atom 1 (C): -0.1486, atom 2 (C): -0.6768, atom 3 (Br): 0.6650, atom 4 (C): -0.6048, atom 5 (Br): 0.6957, atom 6 (C): -0.2828, atom 7 (C): -0.1722, atom 8 (C): -0.1114, atom 9 (C): -0.2534, atom 10 (N): 0.0115, atom 11 (C): -0.3858, atom 12 (C): -0.0149, atom 13 (C): -0.6913, atom 14 (O): 0.0193, atom 15 (Cl): 0.7107, atom 16 (O): 0.0423, atom 17 (C): -0.3481, atom 18 (O): 0.0160, atom 19 (C): -0.1257, atom 20 (C): -0.0406, atom 21 (C): -0.2377, atom 22 (C): -0.0862, atom 23 (C): -0.0895, atom 24 (C): -0.1296, atom 25 (O): -0.1297, atom 26 (S): 0.6629, atom 27 (O): -0.3007, atom 28 (O): -0.2647, atom 29 (C): -0.2279, atom 30 (C): -0.1275, atom 31 (O): 0.0275, atom 32 (C): -0.7065, atom 33 (F): 0.1807, atom 34 (F): 0.1933, atom 35 (F): 0.1633, atom 36 (H): 0.0762, atom 37 (H): 0.0748, atom 38 (H): -0.0057, atom 39 (H): 0.0779, atom 40 (H): 0.0951, atom 41 (H): 0.0734, atom 42 (H): 0.1036, atom 43 (H): 0.0861, atom 44 (H): 0.0766, atom 45 (H): 0.1192, atom 46 (H): 0.0774, atom 47 (H): 0.0667, atom 48 (H): 0.0126, atom 49 (H): 0.1144, atom 50 (H): 0.1235, atom 51 (H): 0.1359, atom 52 (H): 0.0743, atom 53 (H): 0.1175, atom 54 (H): 0.0024, atom 55 (H): -0.0018, atom 56 (H): 0.0977, atom 57 (H): 0.1310, atom 58 (H): 0.1332, atom 59 (C): -1.9898, atom 60 (Cl): 0.5343, atom 61 (Cl): 0.6386, atom 62 (Cl): 0.4597, atom 63 (Cl): 0.5056, atom 64 (C): -2.0277, atom 65 (Cl): 0.5593, atom 66 (Cl): 0.5503, atom 67 (Cl): 0.4784, atom 68 (Cl): 0.5186, atom 69 (C): -2.0480, atom 70 (Cl): 0.5237, atom 71 (Cl): 0.5331, atom 72 (Cl): 0.5074, atom 73 (Cl): 0.5252, atom 74 (C): -2.0311, atom 75 (Cl): 0.5542, atom 76 (Cl): 0.5296, atom 77 (Cl): 0.5390, atom 78 (Cl): 0.5330, atom 79 (C): -1.9939, atom 80 (Cl): 0.5221, atom 81 (Cl): 0.5303, atom 82 (Cl): 0.5279, atom 83 (Cl): 0.6790, atom 84 (C): -1.9909, atom 85 (Cl): 0.5340, atom 86 (Cl): 0.5126, atom 87 (Cl): 0.6451, atom 88 (Cl): 0.5463, atom 89 (C): -2.0499, atom 90 (Cl): 0.4944, atom 91 (Cl): 0.5243, atom 92 (Cl): 0.5072, atom 93 (Cl): 0.5243, atom 94 (C): -2.0375, atom 95 (Cl): 0.5065, atom 96 (Cl): 0.5127, atom 97 (Cl): 0.4933, atom 98 (Cl): 0.5247